Molecular formula: C22H45ErN2OP3
Method: DFT, the ωB97M-V functional and the def2-TZVPD basis

Calculated values
* expectation value of S²: 3.91
* LUMO energy (spin up / spin down): -0.33353 / -0.40488 Eh
* frontier orbital gap (spin up / spin down): 7.880 / 3.799 eV
* charge: +3
* energy above the lowest of the compared OMol25 structures with the same formula, charge and spin: 165.0 kJ/mol
* strongest force on any atom: 3.7 eV Å⁻¹
* DFT total energy: -3088.02364 Ha
* spin multiplicity: 4
* HOMO (spin up / spin down): -16.956 / -14.817 eV

CARTESIAN COORDINATES (ANGSTROEM)
Er 0.19 -0.77 0.93
P 2.74 0.61 1.51
P -0.21 2.39 0.61
P 0.91 0.78 -2.18
H -2.69 -4.98 0.15
C -1.72 -5.19 -0.40
C -0.48 -5.03 0.11
H -0.22 -4.57 1.10
C 3.24 0.24 3.26
C 3.35 2.34 1.47
C 4.10 -0.20 0.57
C -1.76 2.93 -0.27
C -0.65 2.97 2.32
C 0.81 3.90 0.19
C 1.66 -0.57 -3.07
C 2.35 1.90 -2.07
C -0.21 1.71 -3.24
H -1.94 -5.61 -1.45
H 0.40 -5.52 -0.37
H 2.94 -0.77 3.55
H 2.75 0.98 3.91
H 4.33 0.35 3.33
H 2.67 2.97 2.06
H 3.41 2.73 0.45
H 4.35 2.41 1.93
H 3.79 -1.23 0.33
H 5.01 -0.23 1.17
H 4.29 0.34 -0.37
H -1.67 3.99 -0.52
H -2.63 2.79 0.38
H -1.87 2.36 -1.20
H -1.09 3.98 2.23
H 0.29 3.02 2.90
H -1.37 2.28 2.80
H 0.14 4.70 -0.18
H 1.57 3.71 -0.57
H 1.30 4.27 1.10
H 2.07 -0.24 -4.03
H 0.86 -1.27 -3.28
H 2.50 -1.02 -2.52
H 3.00 1.74 -2.95
H 2.95 1.73 -1.17
H 2.03 2.94 -2.14
H 0.11 1.63 -4.29
H -0.16 2.76 -2.95
H -1.24 1.35 -3.14
C -0.55 -2.79 -1.74
C -1.88 -2.91 -2.28
C -2.05 -2.93 -3.66
C -0.92 -2.98 -4.48
C 0.31 -3.32 -3.90
C 0.49 -3.37 -2.52
O -0.34 -2.12 -0.61
H -0.03 -0.10 -1.28
H -2.67 -3.16 -1.57
H -3.08 -2.85 -4.01
H -0.88 -2.80 -5.55
H 1.17 -3.47 -4.53
H 1.32 -3.81 -1.96
C -5.08 0.98 2.70
C -3.69 0.45 2.59
C -2.79 0.00 3.57
C -1.64 -0.40 2.90
N -1.80 -0.19 1.55
N -3.07 0.29 1.42
C -0.32 -0.87 3.40
H -5.80 0.16 2.80
H -5.19 1.65 3.57
H -5.36 1.56 1.80
H -2.99 -0.01 4.63
H -3.45 0.56 0.52
H 0.36 -0.01 3.54
H -0.41 -1.42 4.34
H 0.16 -1.72 2.79


Molecular formula: C4H5NO
Method: DFT, the ωB97M-V functional and the def2-TZVPD basis

Calculated values
* LUMO energy (spin up / spin down): 0.02759 / 0.02709 Eh
* frontier orbital gap (spin up / spin down): 8.021 / 7.992 eV
* energy above the lowest of the compared OMol25 structures with the same formula, charge and spin: 660.5 kJ/mol
* strongest force on any atom: 0.5 eV Å⁻¹
* DFT total energy: -285.16300 Ha
* HOMO (spin up / spin down): -7.270 / -7.255 eV

CARTESIAN COORDINATES (ANGSTROEM)
N -1.18 -0.77 -0.33
C -0.56 -0.69 0.89
C 0.71 -0.33 0.10
O 1.32 0.93 0.38
C 0.43 1.89 0.31
C -0.19 -0.37 -1.12
H -2.14 -1.02 -0.56
H -0.66 -1.51 1.61
H 1.49 -1.10 0.13
H 1.03 2.79 0.62
H -0.25 0.19 -2.04


Molecular formula: H21O10
Method: DFT, the ωB97M-V functional and the def2-TZVPD basis

Calculated values
* LUMO energy: -0.11507 Eh
* frontier orbital gap: 9.923 eV
* charge: +1
* energy above the lowest of the compared OMol25 structures with the same formula, charge and spin: 312.9 kJ/mol
* strongest force on any atom: 6.8 eV Å⁻¹
* DFT total energy: -764.66467 Ha
* HOMO: -13.054 eV

CARTESIAN COORDINATES (ANGSTROEM)
O 0.06 -0.12 0.36
H 0.26 0.49 1.07
H -0.19 0.23 -0.57
H 0.69 -0.88 0.20
O -2.54 -0.29 0.92
H -2.69 -1.18 1.24
H -2.83 0.48 1.48
O -0.98 -3.08 -1.07
H -1.75 -3.20 -1.65
H -1.26 -3.09 -0.14
O 1.98 -2.11 0.32
H 2.83 -2.01 -0.07
H 2.00 -2.65 1.06
O 1.54 0.28 3.67
H 2.52 0.19 3.31
H 1.73 0.72 4.52
O -2.65 0.63 -1.59
H -2.35 0.33 -0.69
H -3.70 0.41 -1.59
O 2.28 0.83 -1.08
H 2.17 1.09 -2.05
H 2.67 -0.04 -1.00
O 0.51 2.17 1.97
H 0.76 1.60 2.68
H 1.35 2.69 1.94
O -0.08 2.98 -1.60
H -0.99 3.16 -1.86
H 0.34 2.69 -2.30
O -0.48 -0.36 -2.20
H -0.45 -0.59 -3.26
H -0.74 -1.36 -1.99


Molecular formula: C15H40BN3O6P
Method: DFT, the ωB97M-V functional and the def2-TZVPD basis

Calculated values
* LUMO energy: 0.09989 Eh
* frontier orbital gap: 7.523 eV
* charge: -1
* strongest force on any atom: 1.1 eV Å⁻¹
* DFT total energy: -1577.47059 Ha
* HOMO: -4.805 eV

CARTESIAN COORDINATES (ANGSTROEM)
C -5.56 -1.52 0.28
C -4.23 -0.78 0.42
B -3.06 -1.32 -0.49
O -3.39 -2.00 -1.64
C -1.55 -1.07 -0.14
C -1.02 -1.67 1.16
O 0.35 -1.41 1.15
P 0.99 -1.30 -0.51
N 1.63 -1.28 -2.24
C 1.64 0.04 -2.85
C 2.91 -1.87 -2.35
C 2.87 -3.26 -2.93
O 3.96 -1.33 -2.05
O -0.65 -1.56 -1.10
H -6.33 -1.11 0.95
H -5.45 -2.59 0.49
H -5.94 -1.44 -0.74
H -4.37 0.27 0.11
H -3.93 -0.73 1.48
H -2.94 -1.64 -2.41
H -1.42 0.04 -0.02
H -1.19 -2.76 1.15
H -1.48 -1.28 2.08
H 1.25 -2.71 -0.49
H 2.26 -0.98 0.07
H 0.69 0.12 -0.58
H 2.08 0.83 -2.21
H 2.21 0.03 -3.78
H 0.61 0.31 -3.09
H 3.85 -3.74 -2.87
H 2.55 -3.19 -3.98
H 2.12 -3.85 -2.41
C -1.91 4.67 -2.67
C -1.69 3.56 -1.65
C -1.18 2.24 -2.24
O -2.17 1.50 -2.94
C -2.40 1.89 -4.28
N -2.92 3.38 -0.86
H -2.84 4.52 -3.22
H -1.98 5.63 -2.16
H -1.09 4.72 -3.38
H -0.91 3.89 -0.95
H -0.86 1.59 -1.43
H -0.31 2.41 -2.89
H -1.47 2.23 -4.76
H -3.15 2.68 -4.36
H -2.76 1.01 -4.82
H -2.73 2.74 -0.09
H -3.59 2.90 -1.45
C 2.85 0.86 5.31
C 2.12 -0.13 4.40
C 2.78 -1.51 4.33
O 3.96 -1.57 3.55
C 5.14 -1.14 4.19
N 1.89 0.47 3.09
H 3.73 1.27 4.80
H 2.20 1.69 5.55
H 3.18 0.39 6.24
H 1.13 -0.30 4.84
H 2.08 -2.19 3.84
H 2.99 -1.89 5.34
H 5.13 -1.40 5.25
H 5.29 -0.06 4.09
H 5.97 -1.64 3.70
H 1.29 -0.15 2.55
H 2.78 0.47 2.59


Molecular formula: C24H33F2OSi
Method: DFT, the ωB97M-V functional and the def2-TZVPD basis

Calculated values
* LUMO energy: -0.17888 Eh
* frontier orbital gap: 7.096 eV
* charge: +1
* energy above the lowest of the compared OMol25 structures with the same formula, charge and spin: 87.2 kJ/mol
* strongest force on any atom: 3.4 eV Å⁻¹
* DFT total energy: -1498.56251 Ha
* HOMO: -11.963 eV

CARTESIAN COORDINATES (ANGSTROEM)
C 1.76 0.62 1.98
C 1.26 -0.73 2.53
C 2.22 -1.87 2.17
Si -0.55 -1.14 2.14
C -0.88 -2.96 1.71
C -1.71 -3.18 0.44
C -1.50 -3.73 2.89
C -1.72 -0.57 3.52
C -2.77 0.47 3.12
C -0.99 -0.16 4.79
O -0.99 -0.22 0.74
C -0.42 -0.13 -0.41
C -0.82 0.91 -1.37
H 2.76 0.83 2.40
H 1.89 0.58 0.88
H 1.11 1.46 2.24
H 1.24 -0.64 3.63
H 3.23 -1.62 2.51
H 1.93 -2.81 2.66
H 2.26 -2.04 1.08
H 0.14 -3.36 1.53
H -1.81 -4.27 0.26
H -2.72 -2.78 0.56
H -1.25 -2.75 -0.45
H -1.41 -4.81 2.71
H -1.01 -3.51 3.84
H -2.57 -3.49 2.98
H -2.26 -1.51 3.73
H -3.45 0.64 3.98
H -2.31 1.43 2.87
H -3.39 0.14 2.28
H -1.72 -0.02 5.60
H -0.28 -0.92 5.13
H -0.45 0.79 4.66
H 0.31 -0.90 -0.68
H -1.33 0.37 -2.18
H -1.49 1.64 -0.89
F 2.23 -1.96 -4.69
C 2.35 -1.12 -3.61
C 3.45 -1.26 -2.78
C 3.57 -0.37 -1.71
C 2.61 0.63 -1.52
C 1.48 0.71 -2.34
C 0.37 1.67 -1.94
C -0.17 2.67 -2.97
C -0.32 4.02 -2.59
C -0.97 4.93 -3.42
C -1.47 4.52 -4.67
C -1.28 3.20 -5.04
F -1.75 2.78 -6.26
C -0.66 2.26 -4.21
C 1.34 -0.17 -3.41
H 4.18 -2.05 -2.96
H 4.42 -0.43 -1.02
H 2.74 1.36 -0.72
H 0.79 2.27 -1.13
H 0.06 4.33 -1.60
H -1.08 5.97 -3.10
H -1.99 5.21 -5.33
H -0.62 1.22 -4.52
H 0.46 -0.16 -4.05


Molecular formula: C10H18N5O2PPdS2
Method: DFT, the ωB97M-V functional and the def2-TZVPD basis

Calculated values
* LUMO energy: -0.23247 Eh
* frontier orbital gap: 7.189 eV
* charge: +2
* strongest force on any atom: 0.6 eV Å⁻¹
* DFT total energy: -2081.27295 Ha
* HOMO: -13.515 eV

CARTESIAN COORDINATES (ANGSTROEM)
Pd 0.87 0.06 -0.59
C 4.40 -2.70 2.18
S 4.82 -2.20 0.50
C 3.30 -1.55 -0.07
S 2.32 -0.55 1.01
N 3.01 -1.78 -1.31
N 1.87 -1.15 -1.72
C 1.43 -1.35 -2.90
C 0.17 -0.68 -3.26
C -0.41 -0.82 -4.51
C -1.63 -0.20 -4.75
C -2.23 0.52 -3.73
C -1.58 0.63 -2.51
N -0.41 0.05 -2.28
H 5.30 -3.16 2.57
H 3.60 -3.43 2.17
H 4.14 -1.84 2.81
H 1.96 -2.00 -3.58
H 0.08 -1.41 -5.27
H -2.11 -0.29 -5.72
H -3.18 1.01 -3.88
H -2.01 1.18 -1.69
N -2.21 -1.19 2.50
C -1.07 -0.24 2.73
P -1.34 1.17 1.55
O -2.66 0.89 0.94
O -0.09 1.39 0.71
C -1.33 2.73 2.54
N -0.94 3.84 1.61
H -1.90 -2.08 2.12
H -2.84 -0.72 1.80
H -2.75 -1.38 3.35
H -0.13 -0.74 2.50
H -1.06 0.07 3.78
H -0.57 2.68 3.32
H -2.30 2.96 2.98
H -0.16 3.50 1.02
H -0.64 4.68 2.10
H -1.71 4.10 0.98


Molecular formula: C6H10N4
Method: DFT, the ωB97M-V functional and the def2-TZVPD basis

Calculated values
* LUMO energy: -0.34146 Eh
* frontier orbital gap: 9.519 eV
* charge: +2
* energy above the lowest of the compared OMol25 structures with the same formula, charge and spin: 468.8 kJ/mol
* strongest force on any atom: 4.0 eV Å⁻¹
* DFT total energy: -452.82496 Ha
* HOMO: -18.811 eV

CARTESIAN COORDINATES (ANGSTROEM)
C -2.13 0.64 -0.76
C -1.03 -1.17 0.20
C 1.18 0.10 -0.50
C -2.30 -0.71 0.00
C 1.24 -1.45 -0.08
C 0.42 1.09 1.32
N -1.03 1.24 -0.75
N -0.09 -1.92 0.19
N 2.13 0.62 -1.16
N -0.02 0.51 0.00
H -2.86 1.21 -1.33
H -3.03 -0.48 0.77
H -2.92 -1.43 -0.48
H 1.89 -2.17 -0.66
H 1.88 -1.47 0.80
H -0.24 1.83 1.78
H 0.44 0.29 2.25
H 1.32 1.70 1.20
H 2.97 -0.01 -1.24
H 2.18 1.59 -1.53


Molecular formula: C29H24CeN11O2Se
Method: DFT, the ωB97M-V functional and the def2-TZVPD basis

Calculated values
* expectation value of S²: 0.75
* LUMO energy (spin up / spin down): -0.22336 / -0.22311 Eh
* frontier orbital gap (spin up / spin down): 7.924 / 7.931 eV
* charge: +2
* energy above the lowest of the compared OMol25 structures with the same formula, charge and spin: 0.0 kJ/mol
* strongest force on any atom: 1.7 eV Å⁻¹
* DFT total energy: -4748.52632 Ha
* spin multiplicity: 2
* HOMO (spin up / spin down): -14.002 / -14.002 eV

CARTESIAN COORDINATES (ANGSTROEM)
Ce 0.71 0.06 -0.01
O 4.19 0.30 -2.73
C 3.38 0.33 -1.84
N 2.20 -0.36 -1.74
C 1.85 -1.15 -2.81
O 2.42 -1.29 -3.87
C 0.56 -1.94 -2.57
C 0.25 -2.94 -3.49
C -0.92 -3.67 -3.35
C -1.76 -3.35 -2.29
C -1.39 -2.35 -1.42
N -0.25 -1.65 -1.53
C 3.69 1.20 -0.61
C 5.01 1.61 -0.46
C 5.36 2.40 0.61
C 4.37 2.77 1.51
C 3.08 2.32 1.30
N 2.72 1.53 0.27
H 0.94 -3.13 -4.30
H -1.17 -4.45 -4.04
H -2.69 -3.88 -2.15
H -2.04 -2.06 -0.59
H 5.72 1.30 -1.21
H 6.38 2.73 0.75
H 4.59 3.40 2.35
H 2.28 2.59 1.99
Se 0.26 -4.32 6.96
N 1.57 -3.82 5.93
C 1.09 -3.12 4.91
C 1.88 -2.52 3.88
C 3.28 -2.62 3.85
C 3.96 -2.01 2.82
C 3.25 -1.33 1.83
N 1.92 -1.21 1.85
C 1.23 -1.78 2.86
C -0.22 -1.63 2.87
N -0.79 -0.89 1.89
C -2.12 -0.78 1.89
C -2.95 -1.36 2.84
C -2.38 -2.08 3.87
C -0.99 -2.23 3.89
C -0.33 -2.97 4.92
N -0.93 -3.55 5.94
H 3.78 -3.16 4.64
H 5.04 -2.05 2.76
H 3.77 -0.88 0.99
H -2.55 -0.18 1.10
H -4.02 -1.25 2.76
H -2.97 -2.52 4.66
C -4.22 2.28 -3.56
C -3.96 3.72 -3.12
C -2.92 4.38 -4.01
C -3.53 3.81 -1.63
N -2.55 2.84 -1.25
C -2.69 1.51 -1.10
N -1.53 1.02 -0.72
N -0.69 2.07 -0.64
N -1.30 3.14 -0.96
H -4.62 2.29 -4.57
H -4.96 1.79 -2.93
H -3.30 1.70 -3.60
H -4.89 4.28 -3.19
H -1.94 3.92 -3.91
H -2.83 5.44 -3.78
H -3.22 4.30 -5.05
H -4.41 3.68 -0.99
H -3.09 4.79 -1.44
H -3.59 0.96 -1.27


Molecular formula: C5H15N3
Method: DFT, the ωB97M-V functional and the def2-TZVPD basis

Calculated values
* expectation value of S²: 0.75
* LUMO energy (spin up / spin down): -0.13164 / -0.13283 Eh
* frontier orbital gap (spin up / spin down): 3.725 / 8.103 eV
* charge: +1
* energy above the lowest of the compared OMol25 structures with the same formula, charge and spin: 47.4 kJ/mol
* strongest force on any atom: 2.0 eV Å⁻¹
* DFT total energy: -363.45031 Ha
* spin multiplicity: 2
* HOMO (spin up / spin down): -7.307 / -11.718 eV

CARTESIAN COORDINATES (ANGSTROEM)
C 1.76 0.11 1.65
C 0.38 0.53 1.34
C -0.54 -0.57 0.79
C -0.01 -1.16 -0.55
N -1.00 0.35 -3.85
C -0.94 -0.55 -2.81
N -0.27 -0.24 -1.65
N -0.23 1.08 2.65
H 2.27 -0.47 0.87
H 2.48 0.91 1.76
H 1.84 -0.56 2.50
H 0.34 1.36 0.62
H -0.52 -1.37 1.55
H -1.56 -0.21 0.63
H 1.07 -1.35 -0.55
H -0.59 -2.07 -0.76
H -0.84 1.34 -3.80
H -1.28 0.02 -4.75
H -1.34 -1.54 -2.99
H 0.13 0.66 -1.49
H 0.45 1.67 3.12
H -0.57 0.33 3.26
H -1.03 1.69 2.47


Molecular formula: C3H10S3
Method: DFT, the ωB97M-V functional and the def2-TZVPD basis

Calculated values
* LUMO energy: 0.02916 Eh
* frontier orbital gap: 9.850 eV
* energy above the lowest of the compared OMol25 structures with the same formula, charge and spin: 41.4 kJ/mol
* strongest force on any atom: 1.7 eV Å⁻¹
* DFT total energy: -1314.83233 Ha
* HOMO: -9.057 eV

CARTESIAN COORDINATES (ANGSTROEM)
C 0.24 1.06 0.88
C 1.05 2.03 1.70
S 2.87 1.94 1.53
H 0.87 0.17 0.85
H 0.04 1.45 -0.12
H -0.73 0.84 1.33
H 0.67 3.06 1.60
H 0.84 1.95 2.77
H 2.92 2.55 0.36
C -2.14 -2.35 -1.91
S -0.40 -2.81 -2.08
S 0.47 -2.24 -0.40
H -2.43 -2.03 -2.90
H -2.25 -1.50 -1.24
H -2.81 -3.12 -1.55
H 0.80 -1.00 -0.82


Molecular formula: C14H20O3
Method: DFT, the ωB97M-V functional and the def2-TZVPD basis

Calculated values
* LUMO energy: 0.02358 Eh
* frontier orbital gap: 9.485 eV
* energy above the lowest of the compared OMol25 structures with the same formula, charge and spin: 340.2 kJ/mol
* strongest force on any atom: 6.0 eV Å⁻¹
* DFT total energy: -771.05415 Ha
* HOMO: -8.843 eV

CARTESIAN COORDINATES (ANGSTROEM)
C 3.24 0.65 -0.98
C 1.79 0.48 -0.70
C 1.25 1.15 0.33
C -0.17 1.20 0.60
O -0.21 2.45 -0.04
C -0.63 1.41 2.07
C -1.51 0.25 2.37
C -2.59 0.45 3.50
C -2.03 -0.05 0.94
O -3.10 -0.60 0.58
C -1.07 0.20 -0.18
C -0.23 -0.99 -0.59
C -1.15 -2.08 -1.04
O 0.39 -1.55 0.52
C 0.87 -0.51 -1.48
C 1.48 -1.53 -2.43
C 0.78 -0.20 -3.06
H 3.83 -0.21 -0.61
H 3.39 0.70 -2.05
H 3.60 1.58 -0.60
H 1.95 1.76 0.93
H 0.33 2.46 -0.80
H 0.26 1.32 2.68
H -1.18 2.32 2.05
H -0.88 -0.63 2.64
H -3.31 -0.42 3.52
H -3.14 1.34 3.52
H -2.08 0.41 4.43
H -1.64 0.64 -1.01
H -1.75 -1.76 -1.92
H -1.85 -2.31 -0.28
H -0.68 -3.00 -1.28
H 1.19 -0.99 0.73
H 2.55 -1.59 -2.60
H 1.07 -2.60 -2.67
H 1.41 0.67 -3.54
H -0.16 -0.42 -3.56